141
Properties=species:S:1:pos:R:3 method="wB97M-V/def2-TZVPD" smiles="COC[C@]1(CCCCN(C)C(C)=O)OC(=O)O[C@@H]1CC(N)(N)N.O=C1OCCO1.O=C1OCCO1.O=C1OCCO1.O=C1OCCO1.O=C1OCCO1.O=C1OCCO1.O=C1OCCO1.O=C1OCCO1.O=C1OCCO1" total_energy_ev=-115036.964 charge=0 homo_lumo_gap_ev=8.9
O 6.374 5.394 0.933
O -0.818 3.511 1.719
O -6.388 -6.599 5.938
O -2.224 4.302 -4.006
O 4.008 -6.092 1.965
O 2.285 -1.926 -3.153
O -3.575 -5.286 -1.435
O -0.374 4.033 3.862
O 3.273 5.601 7.001
O 6.206 3.180 0.878
O -3.188 -1.781 -3.696
O -10.805 -7.519 0.665
O 4.761 -4.221 0.960
O 5.008 3.096 -4.450
O -3.062 4.966 -5.986
O 2.460 0.341 -3.091
O 4.624 0.360 -0.435
O -8.799 -8.435 0.932
O -7.419 -6.425 3.943
O -5.137 -5.800 0.057
O -8.987 -6.478 -0.163
O 4.805 4.368 2.179
O 6.958 2.329 -3.708
O -5.947 -4.876 4.554
O 2.488 4.670 8.858
O 6.619 4.548 -3.835
O 2.456 -0.794 -1.217
O 2.617 3.450 6.969
O 3.239 -5.480 -0.062
O 1.140 2.943 2.665
O -1.479 6.175 -5.007
O -4.574 -3.643 -0.257
N -0.389 2.875 -1.217
N -2.468 -1.580 -1.508
N 1.678 3.837 -0.558
N 0.457 4.743 -2.422
C -2.981 6.181 -6.741
C 1.339 0.623 0.429
C 4.663 -3.707 -0.373
C 3.334 -4.276 -0.834
C -0.085 3.493 2.665
C -3.529 -6.710 -1.300
C -7.540 -5.373 2.978
C -1.081 -0.324 0.151
C -1.626 6.725 -6.321
C -1.367 -3.170 -3.035
C 1.586 1.101 -2.166
C -4.443 -4.792 -0.522
C 2.188 0.598 -0.842
C 3.110 6.677 7.933
C -9.485 -7.389 0.416
C -9.684 -9.194 1.766
C 7.135 3.523 -0.159
C 1.825 3.366 3.856
C 5.706 4.319 1.405
C 0.825 3.523 -1.696
C -4.869 -7.014 -0.651
C 2.779 4.472 7.556
C 0.351 -0.531 0.666
C 2.409 -0.897 -2.551
C -11.044 -8.828 1.195
C -6.565 -6.020 4.916
C 4.905 -0.030 0.899
C -3.697 -0.826 -1.263
C 4.001 -5.341 1.045
C 4.983 1.676 -4.676
C 1.604 2.549 -2.604
C 0.671 3.677 4.789
C -1.279 -0.728 -1.316
C 6.082 1.192 -3.749
C 6.233 3.432 -3.996
C 7.532 4.937 0.223
C -2.255 5.073 -4.913
C -6.250 -4.606 3.177
C -2.427 -2.116 -2.816
C 3.022 5.938 9.258
C 3.575 1.282 -0.600
H -0.799 -3.375 -2.131
H 0.858 4.509 5.456
H -1.578 7.808 -6.266
H -6.332 -3.536 3.017
H -4.541 -1.333 -1.717
H -0.339 4.540 -3.022
H 1.138 2.580 -3.592
H 5.981 0.022 1.059
H 3.955 7.354 7.855
H -9.558 -8.861 2.797
H -4.849 -7.845 0.048
H 6.621 3.490 -1.121
H -3.868 -0.761 -0.189
H -5.449 -5.007 2.555
H -0.507 3.005 -0.215
H -5.663 -7.168 -1.383
H -0.682 -2.839 -3.818
H -2.687 -6.972 -0.657
H 0.746 -1.459 0.247
H 5.204 1.471 -5.724
H 4.555 -1.053 1.064
H -9.438 -10.249 1.687
H 8.382 4.958 0.907
H 0.302 -0.682 1.746
H -0.409 -1.299 -1.654
H 2.499 -3.622 -0.583
H 3.304 -4.505 -1.895
H 7.960 2.818 -0.160
H 1.285 4.649 -0.090
H 4.002 5.775 9.709
H 6.624 0.327 -4.120
H -11.836 -8.778 1.936
H 2.473 2.574 4.213
H 3.486 1.943 0.266
H 4.677 -2.621 -0.362
H -1.368 0.163 -1.952
H -0.816 6.350 -6.948
H 5.718 0.990 -2.739
H 0.351 2.809 5.365
H 1.216 5.038 -3.029
H -11.342 -9.486 0.378
H -3.802 6.833 -6.440
H 5.506 -4.083 -0.954
H 2.637 2.883 -2.747
H -1.764 -0.908 0.769
H -3.398 -7.162 -2.279
H -3.061 5.953 -7.800
H 2.594 4.119 -0.889
H 2.356 6.398 9.981
H -1.205 3.259 -1.677
H 7.724 5.584 -0.627
H -1.337 0.733 0.264
H -3.641 0.191 -1.671
H 4.000 1.290 -4.425
H 2.188 7.209 7.693
H -7.648 -5.786 1.978
H 2.035 0.635 1.271
H 0.595 0.687 -2.334
H -1.868 -4.075 -3.374
H 3.842 1.900 -1.456
H 2.426 4.241 3.609
H 0.821 1.577 0.459
H -8.421 -4.776 3.223
H 4.398 0.611 1.624